[1]
{
  "formula": "C5H11N",
  "method": "ωB97M-V with the def2-TZVPD basis set",
  "orbital_gap_ev": 8.7210,
  "max_force_ha_per_bohr": 0.0882,
  "e_above_lowest_kj_mol": 374.1,
  "homo_ha": -0.295,
  "species": ["C", "C", "N", "C", "C", "C", "H", "H", "H", "H", "H", "H", "H", "H", "H", "H", "H"],
  "positions_angstrom": [[-2.478, 0.276, 0.113], [-1.080, 0.790, -0.447], [0.982, -0.181, 1.564], [1.011, -0.360, 0.108], [-0.098, -0.290, -0.706], [2.427, -0.704, -0.305], [-3.079, -0.095, -0.721], [-2.204, -0.588, 0.724], [-2.993, 0.967, 0.780], [-0.735, 1.471, 0.329], [-1.406, 1.441, -1.277], [0.088, -0.415, 1.983], [1.221, 0.683, 0.854], [-0.067, -0.686, -1.716], [3.087, -0.364, 0.490], [2.706, -0.194, -1.234], [2.616, -1.751, -0.540]],
  "nbo_charge": [-0.60, -0.43, -0.81, 0.07, -0.28, -0.65, 0.20, 0.19, 0.21, 0.19, 0.21, 0.38, 0.43, 0.21, 0.23, 0.21, 0.23]
}

---

[2]
{
  "formula": "C6H23NO6",
  "method": "ωB97M-V with the def2-TZVPD basis set",
  "orbital_gap_ev": [3.8784, 7.4794],
  "max_force_ha_per_bohr": 0.0296,
  "total_charge": -1,
  "multiplicity": 2,
  "s2": 0.754,
  "e_above_lowest_kj_mol": 25.9,
  "homo_ha": [-0.023, -0.157],
  "species": ["C", "C", "N", "C", "C", "C", "C", "O", "H", "H", "H", "H", "H", "H", "H", "H", "H", "H", "H", "H", "H", "H", "H", "O", "H", "H", "O", "H", "H", "O", "H", "H", "O", "H", "H", "O"],
  "positions_angstrom": [[1.142, 2.916, -0.710], [1.431, 1.516, -1.226], [0.206, 0.710, -1.084], [-0.453, -3.023, -0.769], [-0.685, -1.555, -1.073], [0.438, -0.628, -0.541], [0.470, -0.594, 0.974], [0.123, 0.501, 1.630], [1.060, 2.898, 0.371], [1.957, 3.607, -0.971], [0.262, 3.342, -1.193], [1.732, 1.574, -2.269], [2.216, 1.075, -0.621], [-0.412, 1.204, -0.453], [0.369, -3.386, -1.368], [-0.075, -3.142, 0.238], [-1.290, -3.723, -0.834], [-0.692, -1.377, -2.144], [-1.626, -1.238, -0.650], [1.404, -1.017, -0.878], [0.616, -1.530, 1.520], [-3.509, -2.631, 1.212], [-2.950, -1.398, 2.012], [-2.749, -2.085, 1.325], [-0.839, 1.846, 1.635], [-1.852, 2.758, 0.951], [-1.706, 2.286, 1.786], [0.528, 0.003, -3.052], [1.738, -0.879, -3.378], [1.081, -0.316, -3.788], [-2.576, 0.138, 3.361], [-2.940, 1.016, 2.163], [-3.286, 0.300, 2.736], [4.372, 0.181, 1.781], [2.986, 0.668, 1.869], [3.507, -0.017, 1.438]],
  "nbo_charge": [-0.62, -0.23, -0.67, -0.61, -0.41, -0.12, 0.03, -0.90, 0.22, 0.19, 0.19, 0.18, 0.20, 0.38, 0.18, 0.21, 0.20, 0.18, 0.22, 0.16, 0.11, 0.45, 0.50, -0.97, 0.52, 0.45, -1.00, 0.50, 0.46, -0.98, 0.47, 0.52, -0.99, 0.44, 0.48, -0.93]
}

---

[3]
{
  "formula": "C2H15NO4",
  "method": "ωB97M-V with the def2-TZVPD basis set",
  "orbital_gap_ev": 9.3571,
  "max_force_ha_per_bohr": 0.0358,
  "e_above_lowest_kj_mol": 144.6,
  "homo_ha": -0.326,
  "smiles": "CCN.O.O.O.O",
  "species": ["C", "C", "N", "H", "H", "H", "H", "H", "H", "H", "O", "H", "H", "O", "H", "H", "O", "H", "H", "O", "H", "H"],
  "positions_angstrom": [[-3.060, -0.298, 0.074], [-1.789, -0.865, 0.653], [-0.565, -0.657, -0.181], [-2.949, 0.642, -0.468], [-3.882, -0.294, 0.784], [-3.311, -0.940, -0.785], [-1.790, -1.949, 0.783], [-1.515, -0.499, 1.643], [-0.489, -1.486, -0.743], [-0.592, 0.158, -0.776], [-1.991, 2.716, 1.819], [-1.209, 2.310, 2.199], [-2.403, 3.284, 2.474], [4.425, 0.762, -0.906], [5.028, 0.563, -0.191], [4.832, 1.521, -1.337], [-0.825, -0.022, -3.304], [-0.527, -0.791, -2.814], [-0.010, 0.293, -3.701], [3.853, -1.570, 1.718], [4.661, -2.072, 1.870], [4.107, -0.807, 1.191]],
  "nbo_charge": [-0.63, -0.21, -0.84, 0.22, 0.21, 0.20, 0.18, 0.17, 0.33, 0.36, -0.95, 0.48, 0.47, -0.93, 0.46, 0.47, -0.93, 0.46, 0.47, -0.93, 0.47, 0.46]
}

---

[4]
{
  "formula": "C22H30N4OS",
  "method": "ωB97M-V with the def2-TZVPD basis set",
  "orbital_gap_ev": 7.3180,
  "max_force_ha_per_bohr": 0.3686,
  "e_above_lowest_kj_mol": 2353.1,
  "homo_ha": -0.270,
  "species": ["C", "H", "H", "H", "C", "C", "C", "C", "C", "C", "C", "H", "H", "N", "C", "N", "C", "H", "H", "C", "H", "C", "N", "C", "C", "H", "O", "C", "C", "H", "H", "H", "H", "H", "H", "H", "H", "H", "H", "C", "C", "N", "C", "C", "C", "C", "H", "H", "H", "H", "H", "H", "S", "H", "H", "H", "H", "H"],
  "positions_angstrom": [[-5.710, -4.280, -1.526], [-6.414, -5.014, -1.699], [-5.717, -3.447, -2.425], [-4.759, -4.827, -1.790], [-5.758, -3.785, -0.389], [-4.722, -2.697, -0.068], [-4.939, -1.414, -0.336], [-3.834, -0.358, -0.552], [-2.612, -0.747, -0.060], [-2.323, -2.147, 0.387], [-3.468, -2.799, 0.340], [-3.346, -3.930, 0.510], [-1.373, -2.613, 0.625], [-1.521, 0.271, 0.072], [-0.466, 0.240, 0.720], [0.427, 1.125, 0.610], [1.644, 1.272, 1.426], [1.191, 1.395, 2.480], [2.105, 2.532, 1.068], [2.690, 0.429, 1.410], [3.459, 0.644, 1.908], [3.213, 0.358, 0.054], [4.483, -0.500, -0.044], [4.067, -1.968, 0.193], [5.400, -2.688, -0.137], [5.245, -3.899, 0.127], [6.234, -2.857, -1.027], [6.596, -1.152, -1.195], [5.232, -0.475, -1.174], [5.646, 0.570, -1.289], [4.775, -0.607, -2.255], [7.142, -1.263, -2.189], [7.173, -0.942, -0.270], [5.932, -2.707, 0.993], [3.511, -2.233, 0.930], [3.573, -2.148, -0.811], [2.594, -0.078, -0.993], [3.677, 1.271, -0.156], [2.277, -0.527, 1.618], [0.317, 2.013, -0.676], [-0.378, 3.023, -0.492], [-1.902, 2.953, -0.541], [-2.703, 3.845, -0.607], [-2.243, 5.041, -0.334], [-0.940, 5.481, -0.301], [0.206, 4.299, -0.389], [1.196, 4.409, -0.240], [-0.337, 6.266, 0.025], [-2.888, 6.068, -0.357], [-3.783, 3.707, -0.701], [1.470, 2.241, -1.088], [0.073, 1.267, -1.607], [-0.091, -0.580, 2.130], [-1.724, 0.963, -0.356], [-3.849, 0.580, -0.614], [-5.774, -0.867, -0.650], [-5.704, -4.431, 0.469], [-6.825, -3.100, -0.044]],
  "nbo_charge": [-0.61, 0.23, 0.20, 0.22, -0.38, -0.07, -0.14, -0.28, 0.20, -0.23, -0.17, 0.18, 0.26, -0.56, 0.35, -0.41, -0.12, 0.26, 0.13, -0.56, 0.24, -0.16, -0.44, -0.23, -0.04, 0.16, -0.52, -0.10, -0.29, 0.22, 0.17, 0.23, 0.21, 0.09, 0.21, 0.15, 0.16, 0.18, 0.25, -0.30, 0.07, -0.43, 0.06, -0.25, -0.15, -0.17, 0.20, 0.23, 0.21, 0.19, 0.26, 0.25, -0.36, 0.39, 0.19, 0.20, 0.22, 0.18]
}

---

Copy entry 4 word for word.
{
  "formula": "C22H30N4OS",
  "method": "ωB97M-V with the def2-TZVPD basis set",
  "orbital_gap_ev": 7.3180,
  "max_force_ha_per_bohr": 0.3686,
  "e_above_lowest_kj_mol": 2353.1,
  "homo_ha": -0.270,
  "species": ["C", "H", "H", "H", "C", "C", "C", "C", "C", "C", "C", "H", "H", "N", "C", "N", "C", "H", "H", "C", "H", "C", "N", "C", "C", "H", "O", "C", "C", "H", "H", "H", "H", "H", "H", "H", "H", "H", "H", "C", "C", "N", "C", "C", "C", "C", "H", "H", "H", "H", "H", "H", "S", "H", "H", "H", "H", "H"],
  "positions_angstrom": [[-5.710, -4.280, -1.526], [-6.414, -5.014, -1.699], [-5.717, -3.447, -2.425], [-4.759, -4.827, -1.790], [-5.758, -3.785, -0.389], [-4.722, -2.697, -0.068], [-4.939, -1.414, -0.336], [-3.834, -0.358, -0.552], [-2.612, -0.747, -0.060], [-2.323, -2.147, 0.387], [-3.468, -2.799, 0.340], [-3.346, -3.930, 0.510], [-1.373, -2.613, 0.625], [-1.521, 0.271, 0.072], [-0.466, 0.240, 0.720], [0.427, 1.125, 0.610], [1.644, 1.272, 1.426], [1.191, 1.395, 2.480], [2.105, 2.532, 1.068], [2.690, 0.429, 1.410], [3.459, 0.644, 1.908], [3.213, 0.358, 0.054], [4.483, -0.500, -0.044], [4.067, -1.968, 0.193], [5.400, -2.688, -0.137], [5.245, -3.899, 0.127], [6.234, -2.857, -1.027], [6.596, -1.152, -1.195], [5.232, -0.475, -1.174], [5.646, 0.570, -1.289], [4.775, -0.607, -2.255], [7.142, -1.263, -2.189], [7.173, -0.942, -0.270], [5.932, -2.707, 0.993], [3.511, -2.233, 0.930], [3.573, -2.148, -0.811], [2.594, -0.078, -0.993], [3.677, 1.271, -0.156], [2.277, -0.527, 1.618], [0.317, 2.013, -0.676], [-0.378, 3.023, -0.492], [-1.902, 2.953, -0.541], [-2.703, 3.845, -0.607], [-2.243, 5.041, -0.334], [-0.940, 5.481, -0.301], [0.206, 4.299, -0.389], [1.196, 4.409, -0.240], [-0.337, 6.266, 0.025], [-2.888, 6.068, -0.357], [-3.783, 3.707, -0.701], [1.470, 2.241, -1.088], [0.073, 1.267, -1.607], [-0.091, -0.580, 2.130], [-1.724, 0.963, -0.356], [-3.849, 0.580, -0.614], [-5.774, -0.867, -0.650], [-5.704, -4.431, 0.469], [-6.825, -3.100, -0.044]],
  "nbo_charge": [-0.61, 0.23, 0.20, 0.22, -0.38, -0.07, -0.14, -0.28, 0.20, -0.23, -0.17, 0.18, 0.26, -0.56, 0.35, -0.41, -0.12, 0.26, 0.13, -0.56, 0.24, -0.16, -0.44, -0.23, -0.04, 0.16, -0.52, -0.10, -0.29, 0.22, 0.17, 0.23, 0.21, 0.09, 0.21, 0.15, 0.16, 0.18, 0.25, -0.30, 0.07, -0.43, 0.06, -0.25, -0.15, -0.17, 0.20, 0.23, 0.21, 0.19, 0.26, 0.25, -0.36, 0.39, 0.19, 0.20, 0.22, 0.18]
}